No. 1
Computed, not measured: a cluster of 2 separate species, C3H9NO3 in total, with ωB97M-V/def2-TZVPD.

```
16
Properties=species:S:1:pos:R:3
C 1.353 -0.992 0.187
N 0.428 -1.229 -1.023
C -0.888 -1.016 -0.619
O -1.642 -0.704 -1.756
O -1.373 -1.254 0.458
C 1.455 0.563 0.384
H 2.254 -1.671 -0.115
H 1.073 -1.434 1.187
H 0.709 -0.947 -1.915
H -2.607 -0.960 -1.557
H 2.174 0.777 1.253
H 1.985 0.992 -0.501
H 0.516 1.024 0.489
H -2.449 2.627 0.965
H -1.445 1.688 1.524
O -1.543 2.537 1.041
```

Summary:
2S+1: 1
SMILES string: CCNC(=O)O.O
ΔE to the lowest compared entry with this formula, charge and spin, eV: 1.2034
Gap between HOMO and LUMO, eV: 10.7716
E_LUMO, eV: 0.683



No. 2
Computed, not measured: the molecule C3H9NO3, with ωB97M-V/def2-TZVPD.

```
16
Properties=species:S:1:pos:R:3
C 0.597 0.876 1.344
C 0.782 -0.262 0.373
O 0.602 -1.444 1.102
O 0.901 -2.576 0.269
O 1.713 -0.248 -0.531
H 1.685 -2.239 -0.215
H -0.292 0.727 1.956
H 0.532 1.813 0.794
H 1.472 0.914 1.989
C -1.538 0.811 -0.974
N -0.550 -0.257 -0.845
H -0.979 -1.178 -0.795
H 0.439 -0.216 -1.446
H -1.024 1.760 -1.123
H -2.143 0.882 -0.069
H -2.196 0.635 -1.828
```

Summary:
2S+1: 1
SMILES string: C[NH2+][C@](C)([O-])OO
ΔE to the lowest compared entry with this formula, charge and spin, eV: 4.8460
Gap between HOMO and LUMO, eV: 10.4009
E_LUMO, eV: 0.744



No. 3
Computed, not measured: a cluster of 2 separate species, C3H9NO3 in total, with ωB97M-V/def2-TZVPD.

```
16
Properties=species:S:1:pos:R:3
O 0.607 -1.703 -3.431
C 0.792 -1.388 -2.283
C -0.292 -0.848 -1.383
N 0.208 -0.556 -0.019
C 0.456 0.802 0.298
O -0.719 1.640 0.399
H 1.710 -1.788 -1.793
H -1.041 -1.638 -1.288
H -0.803 0.016 -1.780
H -0.328 -1.100 0.636
H 0.747 0.747 1.358
H 1.149 1.334 -0.366
H -1.261 1.699 -0.403
H -0.864 0.783 2.713
H -0.122 1.410 3.931
O -0.239 0.590 3.411
```

Summary:
2S+1: 1
SMILES string: O=CCNCO.O
ΔE to the lowest compared entry with this formula, charge and spin, eV: 2.2206
Gap between HOMO and LUMO, eV: 10.2535
E_LUMO, eV: 0.634



No. 4
Computed, not measured: a cluster of 2 separate species, C3H9NO3 in total, with ωB97M-V/def2-TZVPD.

```
16
Properties=species:S:1:pos:R:3
C 0.237 -0.660 1.839
N 0.564 -0.246 0.487
O 1.888 0.277 0.448
H 2.074 0.411 -0.494
H -0.753 0.745 0.120
H 0.992 -1.340 2.229
H 0.183 0.240 2.452
H -0.756 -1.101 1.824
C -1.248 1.472 -0.785
C 0.097 -1.016 -0.621
O 0.859 -0.740 -1.725
O -0.656 -1.951 -0.529
H 0.592 -1.353 -2.423
H -0.559 2.288 -0.565
H -2.239 1.705 -0.407
H -1.277 1.269 -1.851
```

Summary:
2S+1: 1
SMILES string: CN(O)C(=O)O.C
ΔE to the lowest compared entry with this formula, charge and spin, eV: 3.8050
Gap between HOMO and LUMO, eV: 9.3010
E_LUMO, eV: 0.560



No. 5
Computed, not measured: a cluster of 2 separate species, C3H9NO3 in total, with ωB97M-V/def2-TZVPD.

```
16
Properties=species:S:1:pos:R:3
C 0.758 -0.332 -0.443
C 0.422 1.179 -0.553
O 1.623 1.956 -0.223
C -0.275 -1.386 -0.743
N -1.526 -0.965 -0.279
O -0.115 -2.232 -1.684
H 1.073 -0.477 0.634
H 1.604 -0.554 -1.136
H 0.222 1.298 -1.654
H -0.405 1.552 -0.019
H 2.431 1.651 -0.814
H -2.256 -1.532 -0.719
H -1.611 -0.679 0.672
H -0.198 0.765 2.042
H -0.826 -0.438 2.785
O -0.920 0.195 2.133
```

Summary:
2S+1: 1
SMILES string: NC(=O)CCO.O
ΔE to the lowest compared entry with this formula, charge and spin, eV: 1.8066
Gap between HOMO and LUMO, eV: 10.2266
E_LUMO, eV: 0.478



No. 6
Computed, not measured: a cluster of 2 separate species, C3H9NO3 in total, with ωB97M-V/def2-TZVPD.

```
16
Properties=species:S:1:pos:R:3
O -1.356 2.325 -1.511
C -0.744 1.799 -0.636
O -0.015 2.532 0.290
C -0.804 0.324 -0.230
C -2.055 0.169 0.636
N -0.899 -0.520 -1.397
H 0.602 3.119 -0.167
H 0.112 0.082 0.310
H -2.913 0.036 -0.023
H -2.033 -0.782 1.176
H -2.226 0.989 1.332
H -0.091 -1.058 -1.641
H -1.771 -1.015 -1.457
H 5.205 -3.284 1.187
H 4.571 -1.968 0.794
O 4.415 -2.747 1.337
```

Summary:
2S+1: 1
SMILES string: C[C@@H](N)C(=O)O.O
ΔE to the lowest compared entry with this formula, charge and spin, eV: 1.1976
Gap between HOMO and LUMO, eV: 9.8553
E_LUMO, eV: 0.553



No. 7
Computed, not measured: a cluster of 2 separate species, C3H9NO3 in total, with ωB97M-V/def2-TZVPD.

```
16
Properties=species:S:1:pos:R:3
O -2.325 1.413 1.358
C -1.361 1.002 0.778
N -1.245 1.011 -0.611
C -0.544 0.302 -1.575
O -0.571 -1.138 -1.376
C -0.148 0.413 1.506
H -2.097 1.485 -0.904
H 0.493 0.597 -1.528
H -0.972 0.559 -2.556
H 0.143 -1.246 -0.683
H 0.760 0.686 0.946
H -0.388 -0.608 1.878
H 0.009 0.897 2.428
H 2.790 -2.545 -0.138
H 3.112 -1.132 0.379
O 2.346 -1.693 0.100
```

Summary:
2S+1: 1
SMILES string: CC(=O)NCO.O
ΔE to the lowest compared entry with this formula, charge and spin, eV: 1.4439
Gap between HOMO and LUMO, eV: 10.0538
E_LUMO, eV: 0.320



No. 8
Computed, not measured: a cluster of 2 separate species, C3H9NO3P in total, with ωB97M-V/def2-TZVPD.

```
17
Properties=species:S:1:pos:R:3
C 1.319 0.684 -2.376
C -0.723 -0.407 2.362
C 1.246 -0.412 -1.300
N 1.786 -0.079 -0.195
O -1.845 -1.404 0.062
O -2.847 0.718 1.004
O -0.443 0.797 0.009
P -1.420 -0.127 0.712
H 1.027 1.513 -1.812
H 2.342 0.724 -2.667
H 0.728 0.342 -3.225
H 0.225 -0.045 2.267
H -1.224 -0.103 3.190
H -0.606 -1.451 2.463
H -2.656 1.570 0.764
H 1.197 -1.439 -1.662
H 1.895 -0.882 0.403
```

Summary:
2S+1: 1
ΔE to the lowest compared entry with this formula, charge and spin, eV: 1.6397
Charge: -1
Gap between HOMO and LUMO, eV: 8.7862
E_LUMO, eV: 4.149



No. 9
Computed, not measured: a cluster of 3 separate species, C3H9NO5 in total, with ωB97M-V/def2-TZVPD.

```
18
Properties=species:S:1:pos:R:3
O -1.597 -2.116 0.668
C -1.004 -1.461 -0.198
N 0.033 -0.652 0.235
C 0.991 -0.216 -0.700
O 1.728 0.748 -0.173
O 1.128 -0.754 -1.748
C -1.733 -1.165 -1.429
H 0.033 -0.558 1.238
H 1.596 1.025 0.743
H -2.803 -1.281 -1.470
H -1.528 -0.230 -2.035
H -1.239 -1.750 -2.283
H 0.190 1.549 2.891
H 0.247 0.024 3.631
O -0.043 0.629 2.938
H 0.868 4.123 0.148
H -0.361 3.316 -0.118
O 0.491 3.553 -0.532
```

Summary:
2S+1: 2
ΔE to the lowest compared entry with this formula, charge and spin, eV: 0.6502
Charge: +1
Gap between HOMO and LUMO (spin up / spin down), eV: 9.5451 / 5.4315
E_LUMO (spin up / spin down), eV: -5.249 / -9.362



No. 10
Computed, not measured: the molecule C3H9NOS, with ωB97M-V/def2-TZVPD.

```
15
Properties=species:S:1:pos:R:3
C -0.553 0.323 0.081
C 0.239 -0.362 -1.046
C 0.217 0.119 1.378
H -2.230 -0.278 -0.778
H -2.457 0.010 0.858
H -0.787 1.374 -0.069
H -0.383 -0.402 -1.982
H 0.321 -1.413 -0.607
H 2.032 -0.535 -1.815
H -0.340 0.183 2.330
H 0.523 -1.000 1.272
H 2.134 0.882 0.214
N -1.861 -0.427 0.151
O 1.500 0.196 -1.397
S 1.643 1.330 1.410
```

Summary:
2S+1: 1
SMILES string: N[C@H](CO)CS
ΔE to the lowest compared entry with this formula, charge and spin, eV: 1.4052
Gap between HOMO and LUMO, eV: 9.4057
E_LUMO, eV: 0.697



No. 11
Computed, not measured: a cluster of 2 separate species, C3H9NOSi2 in total, with ωB97M-V/def2-TZVPD.

```
16
Properties=species:S:1:pos:R:3
C -0.181 0.573 0.601
C 2.235 -0.592 -0.518
C -0.896 1.167 -0.312
N 1.467 -1.516 -0.866
O 0.400 0.207 1.560
Si -2.140 2.480 0.015
Si 0.637 -2.619 0.186
H 2.404 -0.385 0.539
H 2.674 0.001 -1.242
H -0.688 1.012 -1.353
H -3.085 2.134 -0.962
H -1.484 3.847 -0.278
H -2.593 2.571 1.332
H 1.404 -3.913 0.346
H -0.638 -3.004 -0.571
H 0.482 -1.963 1.524
```

Summary:
2S+1: 1
SMILES string: O=C=C[SiH3].C=N[SiH3]
ΔE to the lowest compared entry with this formula, charge and spin, eV: 1.3378
Gap between HOMO and LUMO, eV: 10.0584
E_LUMO, eV: 0.660



No. 12
Computed, not measured: a structure of composition C3H9NP2, with ωB97M-V/def2-TZVPD.

```
15
Properties=species:S:1:pos:R:3
C -2.805 0.237 -0.335
C 2.732 -0.201 -0.766
C -0.288 0.739 1.052
N 0.244 -1.032 -0.488
P -1.314 -0.469 0.072
P 1.399 -0.102 0.470
H -3.629 -0.376 -0.540
H -2.892 1.265 -0.953
H 3.703 0.134 -0.419
H 2.244 0.393 -1.538
H -0.522 1.734 0.759
H -0.517 0.632 2.127
H 0.480 -1.397 -1.345
H -1.563 -1.437 1.019
H 1.726 -0.800 1.535
```

Summary:
2S+1: 3
ΔE to the lowest compared entry with this formula, charge and spin, eV: 2.5132
Gap between HOMO and LUMO (spin up / spin down), eV: 6.4076 / 6.3579
E_LUMO (spin up / spin down), eV: 1.040 / -1.644



No. 13
Computed, not measured: a cluster of 2 separate species, C3H9NS in total, with ωB97M-V/def2-TZVPD.

```
14
Properties=species:S:1:pos:R:3
C 0.603 -2.664 0.188
S 1.915 -1.642 0.881
H 0.596 -3.634 0.867
H -0.345 -2.123 0.455
H 0.702 -3.031 -0.876
C -0.944 0.973 -1.012
C 0.514 1.912 0.715
N -0.653 1.640 0.288
H -1.570 1.677 -1.656
H -1.622 0.064 -0.872
H -0.006 0.577 -1.414
H 1.456 1.626 0.215
H 0.859 2.624 1.478
H -1.506 2.000 0.742
```

Summary:
2S+1: 1
ΔE to the lowest compared entry with this formula, charge and spin, eV: 4.2106
Gap between HOMO and LUMO, eV: 4.6103
E_LUMO, eV: -1.222



No. 14
Computed, not measured: a cluster of 2 separate species, C3H9NS in total, with ωB97M-V/def2-TZVPD.

```
14
Properties=species:S:1:pos:R:3
C -2.968 0.546 -0.863
N -2.178 -0.004 -0.038
H -3.966 0.941 -0.654
H -2.584 0.758 -1.857
H 0.202 -1.194 -0.957
H -2.685 -0.528 0.677
C 1.574 -0.175 1.223
C 1.993 0.147 -0.195
S 1.460 -1.096 -1.418
H 0.513 -0.198 1.444
H 2.122 -1.062 1.546
H 1.952 0.617 1.884
H 1.493 1.061 -0.504
H 3.071 0.188 -0.287
```

Summary:
2S+1: 1
SMILES string: C=N.CCS
ΔE to the lowest compared entry with this formula, charge and spin, eV: 1.4073
Gap between HOMO and LUMO, eV: 9.6215
E_LUMO, eV: 1.027



No. 15
Computed, not measured: a cluster of 2 separate species, C3H9NS in total, with ωB97M-V/def2-TZVPD.

```
14
Properties=species:S:1:pos:R:3
C 3.209 -0.772 -0.837
N 2.478 -0.376 -1.791
H 3.561 -1.803 -0.687
H 3.460 -0.122 0.008
H -0.746 0.704 -1.346
H 1.761 -1.074 -2.005
C -1.350 0.953 1.356
C -2.013 -0.117 0.512
S -1.877 -0.014 -1.312
H -0.271 1.061 1.298
H -1.819 1.872 0.983
H -1.663 0.898 2.399
H -1.647 -1.119 0.731
H -3.082 -0.092 0.692
```

Summary:
2S+1: 1
SMILES string: C=N.CCS
ΔE to the lowest compared entry with this formula, charge and spin, eV: 1.9585
Gap between HOMO and LUMO, eV: 9.8462
E_LUMO, eV: 0.879



No. 16
Computed, not measured: a cluster of 2 separate species, C3H9NS in total, with ωB97M-V/def2-TZVPD.

```
14
Properties=species:S:1:pos:R:3
C 0.779 -0.666 1.880
C 2.087 -1.802 0.353
N 1.471 -0.738 0.601
H 0.946 0.317 2.315
H 1.133 -1.415 2.599
H -0.294 -0.772 1.732
H 2.629 -1.892 -0.586
H 2.093 -2.649 1.048
C -0.463 1.784 -1.094
S -1.780 0.566 -0.899
H 0.412 1.488 -0.519
H -0.216 1.781 -2.151
H -0.759 2.783 -0.785
H -1.966 0.670 0.422
```

Summary:
2S+1: 1
SMILES string: C=NC.CS
ΔE to the lowest compared entry with this formula, charge and spin, eV: 1.1596
Gap between HOMO and LUMO, eV: 9.8005
E_LUMO, eV: 0.977



Number 1: calculated total energy -10889.37804 eV. Number 2: calculated total energy -10885.73542 eV. Number 3: calculated total energy -10888.36088 eV. Number 4: calculated total energy -10886.77642 eV. Number 5: calculated total energy -10888.77485 eV. Number 6: calculated total energy -10889.38388 eV. Number 7: calculated total energy -10889.13755 eV. Number 8: calculated total energy -20180.81641 eV. Number 9: calculated total energy -14974.52127 eV. Number 10: calculated total energy -17628.79962 eV. Number 11: calculated total energy -22546.93759 eV. Number 12: calculated total energy -23317.64991 eV. Number 13: calculated total energy -15578.11995 eV. Number 14: calculated total energy -15580.92328 eV. Number 15: calculated total energy -15580.37211 eV. Number 16: calculated total energy -15581.17094 eV.